1.
{"formula": "C54H28F4IN9O5Ti", "method": "the ωB97M-V functional and the def2-TZVPD basis", "elements": ["Ti", "O", "C", "C", "C", "C", "C", "C", "C", "O", "N", "N", "C", "C", "C", "C", "C", "C", "C", "O", "H", "H", "H", "H", "H", "H", "H", "H", "H", "H", "C", "C", "C", "C", "C", "C", "C", "C", "C", "C", "C", "C", "C", "C", "C", "N", "H", "H", "H", "H", "H", "H", "H", "H", "H", "H", "F", "C", "C", "F", "C", "C", "C", "F", "C", "C", "C", "N", "C", "N", "F", "C", "C", "N", "C", "N", "N", "C", "C", "C", "C", "N", "C", "C", "H", "H", "H", "H", "I", "C", "C", "C", "C", "C", "C", "C", "O", "O", "H", "H", "H", "H"], "xyz": [[0.448, -0.121, 0.363], [3.123, 3.981, -1.536], [3.196, 4.208, -0.219], [3.693, 5.438, 0.210], [3.798, 5.732, 1.556], [3.424, 4.793, 2.504], [2.938, 3.570, 2.094], [2.800, 3.257, 0.742], [2.242, 1.946, 0.366], [1.575, 1.253, 1.217], [2.528, 1.472, -0.834], [2.040, 0.216, -0.921], [2.597, -0.680, -1.676], [2.536, -2.051, -1.284], [3.022, -3.080, -2.101], [3.192, -4.358, -1.619], [2.923, -4.628, -0.279], [2.450, -3.639, 0.557], [2.181, -2.341, 0.081], [1.655, -1.443, 0.863], [2.725, 3.092, -1.668], [3.999, 6.154, -0.539], [4.173, 6.698, 1.867], [3.510, 5.016, 3.558], [2.682, 2.815, 2.821], [3.260, -0.373, -2.486], [3.246, -2.855, -3.133], [3.543, -5.145, -2.269], [3.084, -5.622, 0.111], [2.217, -3.846, 1.594], [-1.279, -4.305, 0.751], [-2.178, -4.206, 1.798], [-2.412, -2.974, 2.369], [-1.745, -1.821, 1.924], [-0.818, -1.918, 0.877], [-0.623, -3.167, 0.301], [-1.994, -0.534, 2.567], [-3.221, -0.296, 3.218], [-3.421, 0.860, 3.925], [-2.398, 1.832, 3.922], [-2.517, 3.060, 4.591], [-1.567, 4.046, 4.450], [-0.459, 3.812, 3.640], [-0.287, 2.597, 3.020], [-1.230, 1.563, 3.147], [-1.013, 0.379, 2.519], [-1.090, -5.260, 0.282], [-2.697, -5.082, 2.169], [-3.122, -2.899, 3.181], [0.068, -3.305, -0.524], [-4.011, -1.030, 3.154], [-4.344, 1.047, 4.458], [-3.391, 3.231, 5.204], [-1.690, 5.001, 4.944], [0.273, 4.593, 3.486], [0.569, 2.417, 2.396], [0.824, -2.364, -4.270], [0.450, -3.606, -3.894], [1.238, -4.673, -4.262], [2.352, -4.430, -4.992], [0.936, -6.002, -3.887], [-0.293, -6.149, -3.201], [-1.105, -5.083, -2.892], [-2.254, -5.327, -2.227], [-0.751, -3.757, -3.185], [-1.518, -2.622, -2.697], [-0.860, -1.599, -2.084], [-0.247, -0.840, -1.441], [-2.911, -2.616, -2.691], [-4.063, -2.619, -2.720], [-0.696, -7.386, -2.825], [1.790, -7.098, -4.166], [2.938, -7.032, -4.955], [3.888, -7.088, -5.610], [1.602, -8.374, -3.634], [1.539, -9.447, -3.211], [-5.474, 5.079, -2.654], [-4.867, 4.120, -2.446], [-4.158, 2.934, -2.227], [-4.704, 1.899, -1.448], [-3.983, 0.733, -1.310], [-2.801, 0.521, -1.877], [-2.268, 1.513, -2.583], [-2.887, 2.727, -2.790], [-5.659, 2.033, -0.963], [-4.363, -0.092, -0.724], [-1.288, 1.309, -2.998], [-2.408, 3.507, -3.362], [-4.954, 6.504, 2.121], [-3.554, 5.135, 1.315], [-2.412, 5.620, 0.704], [-1.502, 4.716, 0.192], [-1.732, 3.347, 0.295], [-2.888, 2.886, 0.917], [-3.806, 3.781, 1.433], [-0.709, 2.403, -0.274], [0.175, 2.847, -1.006], [-0.825, 1.171, 0.045], [-2.242, 6.684, 0.629], [-0.591, 5.045, -0.285], [-3.048, 1.820, 0.997], [-4.704, 3.424, 1.918]], "atomic_forces_ev_per_a": [[-0.84, -2.60, 0.87], [-0.10, 0.17, -0.06], [-0.02, -0.19, 0.15], [0.01, 0.06, -0.06], [-0.03, 0.01, -0.13], [0.03, 0.08, 0.27], [0.00, -0.11, -0.19], [-0.07, 0.17, 0.12], [1.13, -0.43, -1.50], [0.03, 0.48, 0.68], [0.66, 1.37, 0.41], [0.10, -0.99, -0.66], [0.10, 0.82, 0.40], [-0.45, -0.38, 0.55], [0.01, -0.05, 0.14], [0.11, 0.03, -0.26], [-0.08, 0.34, 0.22], [0.04, 0.08, 0.12], [0.81, -0.57, -0.72], [1.15, -0.96, 0.49], [0.14, -0.17, 0.00], [-0.02, 0.05, -0.10], [0.04, 0.04, -0.01], [0.03, 0.00, 0.08], [-0.12, -0.06, 0.06], [0.09, 0.06, 0.19], [0.09, 0.02, -0.13], [0.00, -0.06, -0.10], [-0.02, -0.12, 0.02], [-0.04, -0.01, 0.02], [0.15, 0.23, -0.09], [-0.13, -0.06, 0.15], [-0.18, 0.31, 0.12], [0.07, -0.87, -0.38], [-0.04, 1.35, 0.38], [-0.10, -0.53, -0.05], [1.11, 0.48, -0.10], [-0.64, 0.63, 0.61], [0.38, -0.44, -0.35], [0.30, -0.31, -0.19], [0.17, 0.54, 0.07], [-0.71, -0.20, 0.32], [0.34, -0.46, -0.40], [0.25, 0.52, 0.20], [-0.33, 0.32, 0.47], [-0.80, -0.99, 0.02], [0.02, -0.07, -0.08], [0.00, 0.00, -0.02], [-0.03, -0.07, 0.13], [-0.12, 0.09, 0.07], [0.06, -0.05, -0.02], [-0.06, 0.00, 0.00], [-0.15, 0.04, 0.04], [-0.04, 0.01, 0.04], [0.10, 0.03, -0.02], [0.02, -0.04, 0.03], [0.11, -0.08, 0.03], [-0.71, -0.11, 0.02], [-0.26, -0.50, 0.14], [-0.11, 0.10, 0.23], [-0.61, 0.86, 0.16], [0.36, -0.03, -0.26], [0.21, 0.43, 0.11], [0.20, 0.02, -0.07], [0.61, -0.77, -0.28], [0.20, 0.50, -0.18], [0.33, -0.05, 0.65], [-0.07, -0.10, -0.90], [-0.28, 0.11, -0.12], [-0.65, 0.03, 0.06], [-0.02, 0.34, -0.10], [0.11, -0.18, -0.05], [0.24, 0.10, -0.32], [0.46, 0.06, -0.27], [-0.07, -0.36, 0.26], [-0.07, -0.49, 0.16], [0.30, -0.40, 0.13], [-1.02, 1.67, -0.32], [1.12, -1.95, 0.31], [0.04, 0.80, -0.44], [0.15, -0.40, -0.08], [-0.35, 0.29, -0.12], [0.12, -0.47, -0.08], [-0.75, 0.43, 0.18], [-0.10, -0.04, 0.01], [-0.15, -0.08, 0.04], [0.07, 0.06, -0.01], [0.04, 0.03, -0.07], [0.25, -0.24, -0.13], [-0.45, 0.27, 0.26], [-0.02, 0.14, -0.01], [0.06, -0.28, -0.06], [-0.19, 0.04, 0.02], [0.46, -0.04, -0.13], [-0.15, 0.08, 0.02], [0.42, 1.35, -0.71], [-0.78, 0.04, 0.30], [-1.51, 1.27, -0.23], [0.03, 0.03, 0.00], [0.06, 0.04, -0.07], [-0.02, -0.04, 0.05], [-0.02, 0.01, 0.03]], "mulliken_charge": [-1.582, -0.723, 0.311, -0.731, -0.301, -1.005, -0.377, 0.608, 1.060, -0.575, -1.744, 1.608, -0.884, 1.398, -0.897, -0.470, -0.895, -0.200, 0.329, -0.172, 0.559, 0.439, 0.373, 0.423, 0.634, 0.475, 0.463, 0.477, 0.455, 0.497, -0.692, -1.409, -0.460, -0.048, 1.073, 0.163, 1.298, -1.189, -1.297, 1.484, -0.755, -0.712, -0.426, 1.330, -1.285, 0.129, 0.509, 0.386, 0.420, 0.046, 0.446, 0.396, 0.391, 0.402, 0.472, -0.346, -0.542, 0.748, 0.113, -0.462, 0.825, 0.255, 0.027, -0.437, 0.696, -0.163, -0.148, 0.150, 0.000, -0.839, -0.383, 0.308, 0.272, -0.815, -0.054, -0.788, -0.616, -0.087, 0.702, -0.670, -0.502, 0.173, -0.157, -0.619, 0.448, 0.490, 0.482, 0.436, 0.020, -0.729, -0.767, -1.063, 0.985, 0.524, -0.782, 0.172, -0.574, -0.477, 0.423, 0.564, 0.296, 0.684], "lumo_energy_ha": 0.1014, "fmax_ha_per_bohr": 0.05581, "homo_energy_ev": -1.9, "multiplicity": 1, "charge": -2, "de_lowest_kj_mol": 175.6}



2.
{"formula": "C2H2ClFO2", "method": "the ωB97M-V functional and the def2-TZVPD basis", "elements": ["C", "C", "O", "O", "F", "Cl", "H", "H"], "xyz": [[0.776, -0.379, 0.457], [-0.322, 0.563, 0.683], [0.981, -1.350, 1.154], [-1.246, -0.740, -1.170], [-0.300, 1.698, 0.052], [1.924, 0.225, -0.797], [-1.106, 0.265, 1.507], [-0.707, -0.283, -1.886]], "atomic_forces_ev_per_a": [[1.48, -1.38, 0.91], [-2.74, -2.10, -1.87], [-0.53, 1.87, -1.54], [1.89, 1.95, 1.15], [-0.33, -0.35, 1.29], [-0.41, -0.54, 0.55], [1.48, 1.23, -1.76], [-0.83, -0.67, 1.26]], "mulliken_charge": [0.571, 0.096, -0.432, -0.601, -0.131, -0.151, 0.342, 0.307], "lumo_energy_ha": [-0.1035, -0.1035], "fmax_ha_per_bohr": 0.07636, "homo_energy_ev": [-10.4, -10.4], "multiplicity": 1, "de_lowest_kj_mol": 439.3}